# 1
DFT (ωB97M-V with the def2-TZVPD basis set) results for a 2-piece molecular cluster, C4H13N2O2 overall at a distorted geometry.

Geometry as XYZ:
```
21
Properties=species:S:1:pos:R:3
O -0.108 -0.253 1.952
C -1.013 -0.303 1.139
N -2.273 -0.671 1.415
C -0.672 0.071 -0.295
N 0.614 0.804 -0.200
C 0.419 2.247 0.145
C -0.572 -1.157 -1.187
H -2.615 -0.723 2.359
H -2.902 -0.861 0.677
H -1.371 0.728 -0.809
H 1.130 0.389 0.573
H 1.150 0.720 -1.062
H 1.300 2.803 -0.153
H -0.440 2.674 -0.354
H 0.367 2.333 1.209
H -1.523 -1.682 -1.251
H -0.444 -0.905 -2.234
H 0.195 -1.858 -0.864
H 3.427 -1.320 0.203
H 2.597 -1.955 -0.827
O 2.734 -1.081 -0.437
```

Total charge ... +1
Gap between HOMO and LUMO ... 11.809 eV
Relative energy (zero: lowest compared OMol25 entry of this formula, charge and spin) ... 90.9 kJ/mol
Lowest unoccupied orbital energy ... -2.77 eV

---

# 2
DFT (ωB97M-V with the def2-TZVPD basis set) results for C15H39MnN2O12S3 as an isolated structure at a distorted geometry.

Geometry as XYZ:
```
72
Properties=species:S:1:pos:R:3
Mn -28.307 -0.077 -7.964
N -27.276 0.107 -11.067
O -27.030 1.288 -11.305
O -27.316 -0.754 -11.932
O -27.532 -0.210 -9.859
C -20.308 2.370 -12.172
C -21.521 1.455 -12.442
N -22.129 1.587 -13.781
C -22.446 0.280 -14.382
C -22.799 0.386 -15.863
C -23.271 2.489 -13.807
C -24.557 1.938 -13.201
H -20.450 3.427 -12.395
H -19.378 2.063 -12.650
H -20.099 2.287 -11.102
H -21.149 0.430 -12.371
H -22.282 1.533 -11.659
H -21.594 -0.396 -14.290
H -23.250 -0.250 -13.855
H -22.738 -0.619 -16.278
H -23.855 0.666 -15.933
H -22.256 1.178 -16.374
H -23.512 2.724 -14.846
H -23.039 3.411 -13.273
H -24.386 1.263 -12.359
H -25.123 1.268 -13.855
H -25.213 2.779 -12.976
O -28.880 -2.059 -8.132
S -28.992 -3.527 -8.339
O -28.638 -4.388 -7.240
O -30.546 -3.876 -8.697
C -31.398 -2.863 -9.208
C -32.334 -3.147 -10.390
C -28.091 -4.110 -9.870
H -30.831 -1.974 -9.493
H -32.064 -2.591 -8.386
H -32.796 -2.236 -10.760
H -33.091 -3.880 -10.105
H -31.820 -3.677 -11.197
H -28.639 -4.955 -10.277
H -27.117 -4.439 -9.519
H -28.145 -3.188 -10.449
O -32.492 0.609 -8.057
S -31.500 1.056 -8.991
O -30.107 0.595 -8.826
O -32.008 0.842 -10.536
C -31.170 1.133 -11.666
C -30.566 -0.176 -12.238
C -31.443 2.857 -8.938
H -30.416 1.882 -11.421
H -31.892 1.578 -12.349
H -30.266 -0.841 -11.425
H -29.759 0.030 -12.935
H -31.329 -0.825 -12.672
H -30.421 3.166 -9.137
H -31.773 3.162 -7.948
H -32.205 3.117 -9.670
O -25.651 -2.695 -8.468
S -24.208 -2.601 -8.534
O -23.407 -3.484 -7.742
O -23.732 -2.837 -10.082
C -24.554 -2.336 -11.144
C -25.008 -3.529 -11.997
C -23.648 -0.854 -8.428
H -23.989 -1.717 -11.841
H -25.437 -1.834 -10.751
H -25.614 -3.230 -12.853
H -25.606 -4.210 -11.388
H -24.181 -4.113 -12.399
H -24.271 -0.304 -9.130
H -22.639 -0.966 -8.820
H -23.634 -0.483 -7.407
```

Total charge ... +1
Gap between HOMO and LUMO (alpha / beta) ... 4.428 / 4.443 eV
<S²> ... 8.75
Multiplicity ... 6
Lowest unoccupied orbital energy (alpha / beta) ... -5.40 / -5.39 eV

---

# 3
DFT (ωB97M-V with the def2-TZVPD basis set) results for an isolated ion of composition C4H9O2S and charge -1 at a distorted geometry.

Geometry as XYZ:
```
16
Properties=species:S:1:pos:R:3
C -2.104 0.939 0.037
C -1.173 -0.330 0.120
C -0.039 -0.045 1.059
S 1.554 0.476 -0.042
C 2.265 -1.232 -0.227
O 2.503 1.174 0.881
O 1.606 1.042 -1.367
H -2.809 0.985 0.875
H -1.335 1.709 0.051
H -2.769 0.896 -0.910
H -1.819 -1.077 0.580
H -0.909 -0.552 -0.936
H -0.517 0.921 1.554
H 2.800 -1.476 0.721
H 1.562 -2.006 -0.393
H 2.934 -1.236 -1.079
```

Total charge ... -1
Gap between HOMO and LUMO ... 6.927 eV
Relative energy (zero: lowest compared OMol25 entry of this formula, charge and spin) ... 407.6 kJ/mol
Structure (SMILES) ... CCC=[S@](C)(=O)[O-]
Lowest unoccupied orbital energy ... 4.03 eV

---

# 4
DFT (ωB97M-V with the def2-TZVPD basis set) results for C20H19N3O3S as an isolated structure at a distorted geometry.

Geometry as XYZ:
```
46
Properties=species:S:1:pos:R:3
C -6.914 -1.831 0.065
H -6.239 -2.760 0.130
O -6.070 -0.791 -0.783
C -5.010 -0.446 -0.271
C -4.494 -0.976 0.827
C -3.380 -0.340 1.457
C -2.751 0.561 0.788
C -3.223 1.090 -0.732
C -4.441 0.547 -1.130
H -4.782 0.752 -1.992
H -2.729 1.974 -1.211
C -1.519 1.341 0.973
N -0.647 0.642 1.944
N 0.455 1.679 2.121
C 0.298 2.434 0.996
S 1.403 3.604 0.750
C 1.542 3.053 -1.112
H 2.483 3.377 -1.421
H 0.907 3.972 -1.750
C 1.066 1.821 -1.319
O 0.076 1.550 -2.228
N 1.688 0.882 -0.707
C 3.017 1.093 -0.031
C 3.788 -0.222 0.173
C 3.190 -1.311 -0.036
C 4.008 -2.625 0.340
C 5.318 -2.794 0.302
C 5.999 -1.245 0.065
C 5.155 -0.274 0.055
H 5.780 0.662 -0.144
H 7.051 -1.267 0.003
H 5.845 -3.545 0.296
H 3.442 -3.545 0.523
C 1.675 -1.553 0.161
C 1.261 -0.633 -1.007
H 1.729 -0.806 -1.898
H 0.233 -0.492 -1.281
H 1.317 -0.952 1.371
H 1.245 -2.376 0.103
H 3.500 1.912 -0.432
H 2.840 1.195 1.101
O -0.987 2.376 0.687
H -2.989 -0.586 2.379
H -5.066 -1.663 1.633
H -7.386 -1.370 0.876
H -7.688 -2.115 -0.635
```

Total charge ... 0
Gap between HOMO and LUMO ... 8.202 eV
Relative energy (zero: lowest compared OMol25 entry of this formula, charge and spin) ... 1741.3 kJ/mol
Lowest unoccupied orbital energy ... 0.35 eV

---

# 5
DFT (ωB97M-V with the def2-TZVPD basis set) results for C41H54F3N7PbSSi4Te as an isolated structure at a distorted geometry.

Geometry as XYZ:
```
112
Properties=species:S:1:pos:R:3
Pb -0.422 0.577 0.511
S 0.503 2.830 -0.279
C -1.071 3.611 -0.531
N -1.169 4.766 0.057
N -2.395 5.429 -0.298
C -2.263 6.430 -1.245
C -3.395 7.116 -1.722
C -3.264 8.086 -2.696
C -2.026 8.445 -3.237
C -0.922 7.793 -2.739
C -1.023 6.804 -1.786
N -2.098 3.103 -1.220
N -1.879 1.979 -2.035
C -3.113 1.453 -2.440
C -3.255 0.656 -3.594
C -4.490 0.226 -3.993
C -5.643 0.614 -3.309
C -5.515 1.388 -2.160
C -4.265 1.798 -1.714
H -3.094 4.765 -0.591
H -4.365 6.785 -1.352
H -4.171 8.544 -3.062
H -1.944 9.208 -4.007
H 0.036 7.976 -3.184
H -0.138 6.284 -1.443
H -2.401 0.361 -4.181
H -4.590 -0.384 -4.879
H -6.613 0.344 -3.659
H -6.433 1.652 -1.637
H -4.138 2.460 -0.885
C -1.295 -4.693 -1.687
C -0.144 -4.255 -2.292
C 0.060 -2.921 -2.617
C -0.937 -2.018 -2.279
C -2.087 -2.439 -1.594
C -2.250 -3.787 -1.310
N -0.908 -0.622 -2.596
N -0.042 -0.246 -3.366
C -0.113 1.162 -3.681
C 0.807 1.504 -4.666
C 0.954 2.788 -5.131
C 0.160 3.767 -4.573
C -0.717 3.491 -3.547
C -0.948 2.170 -3.114
H -1.349 -5.760 -1.457
H 0.661 -4.946 -2.564
H 0.948 -2.557 -3.126
H -2.811 -1.669 -1.358
H -3.098 -4.092 -0.725
H 1.384 0.662 -5.019
H 1.713 2.971 -5.893
H 0.270 4.809 -4.862
H -1.263 4.264 -3.014
N -3.827 1.040 1.654
C -3.941 -0.334 1.762
C -4.732 -1.036 0.844
C -4.874 -2.405 0.963
C -4.238 -3.126 2.002
C -3.430 -2.411 2.881
C -3.266 -1.039 2.754
H -3.961 1.442 0.760
H -3.098 1.495 2.180
H -5.170 -0.472 0.043
H -5.505 -2.955 0.242
H -4.341 -4.179 2.094
H -2.935 -2.923 3.694
H -2.598 -0.484 3.418
C 0.919 -2.999 4.234
Si 1.814 -3.463 2.599
C 0.534 -3.816 1.268
C 2.696 -5.130 2.994
Si 3.335 -1.851 1.844
Te 2.480 -0.502 -0.025
Si 4.143 -0.379 3.523
C 5.792 -0.933 4.349
C 4.542 1.276 2.651
C 3.040 0.001 5.028
Si 5.011 -3.060 0.745
C 4.222 -4.152 -0.653
C 6.084 -4.180 1.887
C 6.217 -1.893 -0.224
H 0.124 -3.718 4.545
H 0.436 -2.032 4.149
H 1.647 -2.936 5.055
H -0.303 -4.444 1.575
H 1.015 -4.289 0.396
H 0.134 -2.872 0.894
H 2.078 -5.803 3.606
H 3.590 -4.962 3.596
H 2.990 -5.657 2.061
H 6.571 -1.029 3.600
H 5.687 -1.895 4.866
H 6.111 -0.195 5.088
H 5.251 1.132 1.856
H 4.938 2.011 3.344
H 3.646 1.684 2.186
H 2.963 -0.830 5.731
H 2.018 0.257 4.755
H 3.451 0.867 5.583
H 3.483 -4.892 -0.335
H 5.008 -4.680 -1.210
H 3.725 -3.470 -1.345
H 5.511 -5.107 2.111
H 6.251 -3.655 2.820
H 7.051 -4.470 1.462
H 5.669 -1.350 -1.000
H 7.088 -2.387 -0.666
H 6.566 -1.108 0.439
F -1.387 1.966 3.194
C -0.205 1.301 2.857
F -0.250 0.227 3.748
F 0.787 2.128 3.309
```

Total charge ... -2
Gap between HOMO and LUMO ... 5.773 eV
Relative energy (zero: lowest compared OMol25 entry of this formula, charge and spin) ... 0.0 kJ/mol
Lowest unoccupied orbital energy ... 3.97 eV

---

# 6
DFT (ωB97M-V with the def2-TZVPD basis set) results for a 2-piece molecular cluster, C2H8N2O2 overall.

Geometry as XYZ:
```
14
Properties=species:S:1:pos:R:3
N -0.397 0.314 -1.343
C -0.282 1.231 -0.225
C -0.260 0.447 1.073
N -1.343 -0.346 1.242
O 0.672 0.496 1.861
H -0.468 0.791 -2.229
H 0.366 -0.356 -1.350
H 0.577 1.905 -0.240
H -1.173 1.855 -0.212
H -2.068 -0.343 0.546
H -1.482 -0.883 2.086
O 1.702 -1.771 -0.657
H 1.525 -1.736 0.285
H 2.630 -1.605 -0.836
```

Total charge ... 0
Gap between HOMO and LUMO ... 10.164 eV
Relative energy (zero: lowest compared OMol25 entry of this formula, charge and spin) ... 41.0 kJ/mol
Structure (SMILES) ... NCC(N)=O.O
Lowest unoccupied orbital energy ... 0.86 eV

---

# 7
DFT (ωB97M-V with the def2-TZVPD basis set) results for C15H30BCl2F4N3S5SeW as an isolated structure.

Geometry as XYZ:
```
62
Properties=species:S:1:pos:R:3
W -0.429 0.544 -0.004
C 0.030 -2.256 -1.927
C 1.101 -2.569 -0.899
S 0.938 -1.614 0.650
C 2.708 -1.504 1.055
C 2.949 -0.747 2.352
S 2.081 0.828 2.497
C 3.082 1.974 1.534
C 3.227 1.717 0.045
S 1.696 1.582 -0.959
C 2.326 0.447 -2.222
C 1.187 0.089 -3.150
S -0.293 -0.506 -2.287
H -0.940 -2.630 -1.605
H 0.269 -2.729 -2.881
H 2.098 -2.389 -1.297
H 1.032 -3.625 -0.639
H 3.235 -1.061 0.214
H 3.049 -2.536 1.158
H 4.021 -0.599 2.491
H 2.597 -1.335 3.200
H 4.089 1.998 1.957
H 2.637 2.950 1.721
H 3.805 0.815 -0.141
H 3.763 2.552 -0.407
H 2.765 -0.433 -1.755
H 3.109 0.971 -2.772
H 1.473 -0.677 -3.871
H 0.851 0.963 -3.711
Se -0.240 2.961 1.083
C -0.028 4.037 -0.402
N 0.125 4.698 -1.333
F -3.642 -2.703 0.993
B -2.393 -3.079 1.147
F -1.682 -0.961 0.112
F -1.754 -2.821 2.274
F -1.778 -3.772 0.203
Cl -3.802 1.209 1.925
C -2.826 0.193 2.938
Cl -1.040 0.393 2.620
H -3.049 -0.853 2.777
H -2.923 0.486 3.978
C -1.754 3.130 -3.745
N -2.758 2.064 -3.637
C -3.836 2.177 -4.630
C -2.863 1.276 -2.566
S -2.174 1.918 -1.074
N -3.546 0.138 -2.631
C -3.699 -0.614 -3.877
C -4.162 -0.504 -1.471
H -1.516 3.253 -4.800
H -0.854 2.878 -3.192
H -2.139 4.071 -3.352
H -4.022 3.238 -4.787
H -4.747 1.724 -4.251
H -3.562 1.725 -5.582
H -2.960 -0.289 -4.604
H -4.698 -0.515 -4.300
H -3.530 -1.666 -3.648
H -4.037 0.109 -0.586
H -3.711 -1.480 -1.299
H -5.225 -0.640 -1.675
```

Total charge ... +2
Gap between HOMO and LUMO (alpha / beta) ... 7.299 / 7.194 eV
<S²> ... 2.02
Relative energy (zero: lowest compared OMol25 entry of this formula, charge and spin) ... 69.8 kJ/mol
Multiplicity ... 3
Lowest unoccupied orbital energy (alpha / beta) ... -6.55 / -6.93 eV

---

# 8
DFT (ωB97M-V with the def2-TZVPD basis set) results for a 2-piece molecular cluster, C15H28BF7N2O3 overall at a distorted geometry.

Geometry as XYZ:
```
56
Properties=species:S:1:pos:R:3
C -3.609 2.940 2.175
C -2.337 2.995 1.193
C -2.241 1.579 0.403
C -1.095 0.617 0.979
N -1.722 -0.708 1.227
C -0.791 -1.737 1.737
C -1.195 -1.991 3.294
F -2.598 -1.760 3.348
F -0.556 -0.999 4.062
C -0.934 -3.480 3.781
F 0.442 -3.830 3.741
F -1.571 -4.422 2.932
C -1.439 -3.814 5.262
F -2.770 -4.281 5.138
F -1.500 -2.722 6.115
F -0.700 -4.882 5.792
C 0.765 -1.501 1.520
N 1.176 -0.350 0.658
C 0.083 0.338 -0.105
B 0.715 1.721 -0.716
O 1.025 2.882 0.086
O 0.939 1.697 -2.135
C -0.262 2.115 -2.846
C -1.173 0.914 -3.357
H -3.706 3.890 2.801
H -3.468 2.010 2.833
H -4.531 2.755 1.528
H -1.420 3.173 1.863
H -2.422 3.806 0.398
H -3.239 1.055 0.630
H -2.210 1.702 -0.726
H -0.619 1.065 1.926
H -2.179 -1.027 0.357
H -1.067 -2.719 1.207
H 1.193 -2.452 1.038
H 1.340 -1.402 2.509
H 1.894 -0.676 -0.037
H 1.668 0.339 1.257
H -0.257 -0.332 -0.956
H 0.209 3.364 0.328
H -0.854 2.881 -2.225
H 0.112 2.662 -3.783
H -2.090 1.374 -3.880
H -0.673 0.255 -4.142
H -1.588 0.243 -2.540
C 5.258 -0.800 -4.321
C 3.812 -0.823 -3.790
C 3.173 0.560 -4.011
O 3.854 -1.057 -2.460
H 5.874 -0.050 -3.814
H 5.743 -1.774 -4.197
H 5.271 -0.563 -5.394
H 3.258 -1.522 -4.449
H 3.716 1.357 -3.492
H 2.139 0.569 -3.658
H 3.159 0.818 -5.081
```

Total charge ... 0
Gap between HOMO and LUMO ... 4.673 eV
Lowest unoccupied orbital energy ... -0.52 eV